Run w
The following is a quantum chemistry calculation of a cluster of 5 separate species, C4H21N2O4 in total, from the OMol25 dataset.

Summary:
Total charge   +1
Frontier orbital gap   9.97 eV

The geometry in XYZ format:
```
31
C4H21N2O4, DFT ωB97M-V with the def2-TZVPD basis set
C 0.3719 -1.4161 0.9662
C 0.9244 -1.1618 -0.4172
C 0.2402 -0.0410 -1.1949
C -1.2581 -0.2510 -1.4168
N -1.5193 -1.5354 -2.0679
N 0.7061 -0.2917 1.9085
H -0.7081 -1.5226 0.9608
H 0.7374 -2.3453 1.3932
H 0.8175 -2.0885 -0.9796
H 2.0102 -1.0228 -0.3811
H 0.3730 0.9268 -0.7020
H 0.7346 0.0928 -2.1619
H -1.6272 0.6107 -1.9786
H -1.7689 -0.2446 -0.4509
H -0.9156 -1.6542 -2.8716
H -2.4907 -1.6132 -2.3443
H 0.1474 0.5865 1.7308
H 1.6907 -0.0243 1.8451
H 0.5396 -0.5655 2.8761
H 0.8993 2.5624 1.4154
H -0.5717 2.6836 0.9072
O -0.0072 2.2584 1.5899
H -1.2677 -3.1488 -0.8541
H -1.2368 -4.5910 -0.3056
O -0.9474 -3.6934 -0.1068
H 3.3247 2.0752 0.6205
H 3.2878 2.4344 2.1073
O 2.7995 1.9489 1.4287
H -1.2343 4.1115 -0.9017
H -2.4785 3.5832 -0.1859
O -1.5731 3.3367 -0.4287
```

List of Mulliken charges in e, atom by atom: number 1, C, carries -0.8973; number 2, C, carries -0.6547; number 3, C, carries -0.4824; number 4, C, carries -0.7032; number 5, N, carries -0.5120; number 6, N, carries -0.0775; number 7, H, carries 0.4240; number 8, H, carries 0.3908; number 9, H, carries 0.3871; number 10, H, carries 0.3513; number 11, H, carries 0.2041; number 12, H, carries 0.4282; number 13, H, carries 0.4043; number 14, H, carries 0.2634; number 15, H, carries 0.2057; number 16, H, carries 0.2382; number 17, H, carries 0.2757; number 18, H, carries 0.3161; number 19, H, carries 0.3971; number 20, H, carries 0.3526; number 21, H, carries 0.3935; number 22, O, carries -0.7375; number 23, H, carries 0.3877; number 24, H, carries 0.3066; number 25, O, carries -0.6179; number 26, H, carries 0.3216; number 27, H, carries 0.2878; number 28, O, carries -0.6256; number 29, H, carries 0.3089; number 30, H, carries 0.3190; number 31, O, carries -0.6555

Run x
The following is a quantum chemistry calculation of a cluster of 5 separate species, C4H21N2O4 in total, from the OMol25 dataset.

Summary:
Total charge   +1
Frontier orbital gap   8.20 eV

The geometry in XYZ format:
```
31
C4H21N2O4, DFT ωB97M-V with the def2-TZVPD basis set
C -1.6935 0.0583 1.0864
C -2.3917 -0.0442 -0.3263
C -1.8392 -1.2821 -1.0228
C -0.5417 -1.0153 -1.9609
N -0.6024 -0.2867 -3.2033
N -0.6556 1.2026 1.2677
H -2.3632 0.1831 1.9876
H -1.1941 -0.9013 1.2110
H -2.2488 0.9380 -1.0263
H -3.5164 -0.1058 -0.3122
H -1.2510 -2.0271 -0.3945
H -2.5259 -2.2572 -1.3845
H -0.2391 -2.0470 -2.3300
H 0.3772 -0.6614 -1.3508
H -0.3157 0.6547 -3.2124
H -1.2541 -0.5431 -4.0105
H 0.2525 0.6924 0.9037
H -0.6855 1.2824 2.2739
H -0.7318 2.0496 0.6849
H 4.1299 -1.0277 -0.0379
H 4.2467 0.1448 -0.9052
O 3.5482 -0.3997 -0.3246
H 1.4156 2.9044 -0.3684
H 0.8449 4.0454 0.4493
O 0.6755 3.0925 0.1985
H 1.7954 1.7132 3.0670
H 1.9821 0.8042 1.9347
O 1.3526 1.1794 2.4264
H 0.9447 -3.5220 1.6101
H 1.7257 -2.2877 1.5133
O 0.7588 -2.5365 1.5560
```

List of Mulliken charges in e, atom by atom: number 1, C, carries -0.6652; number 2, C, carries -0.3441; number 3, C, carries -0.4921; number 4, C, carries -0.3384; number 5, N, carries -0.4828; number 6, N, carries -0.2718; number 7, H, carries 0.3854; number 8, H, carries 0.2480; number 9, H, carries 0.3081; number 10, H, carries 0.2995; number 11, H, carries 0.1839; number 12, H, carries 0.3308; number 13, H, carries 0.3157; number 14, H, carries 0.0400; number 15, H, carries 0.1532; number 16, H, carries 0.1963; number 17, H, carries 0.3843; number 18, H, carries 0.3549; number 19, H, carries 0.3825; number 20, H, carries 0.2883; number 21, H, carries 0.3242; number 22, O, carries -0.5964; number 23, H, carries 0.2890; number 24, H, carries 0.3102; number 25, O, carries -0.6027; number 26, H, carries 0.2792; number 27, H, carries 0.2096; number 28, O, carries -0.5149; number 29, H, carries 0.3138; number 30, H, carries 0.2869; number 31, O, carries -0.5757

Relative energy table, unit hartree: run w 0.0000; run x 0.1720